[1]
{
  "formula": "C13H4Cl4O4SW",
  "method": "the ωB97M-V functional and the def2-TZVPD basis",
  "elements": ["W", "Cl", "C", "C", "Cl", "C", "Cl", "C", "O", "C", "O", "C", "Cl", "O", "C", "O", "C", "C", "C", "C", "C", "C", "S", "H", "H", "H", "H"],
  "xyz": [[-0.09, 0.22, -0.94], [4.04, -4.18, -2.01], [2.62, -3.26, -2.06], [1.36, -3.92, -2.16], [1.31, -5.61, -2.23], [0.17, -3.20, -2.19], [-1.36, -3.93, -2.27], [0.26, -1.81, -2.19], [-0.85, -1.00, -2.16], [1.52, -1.15, -2.09], [1.48, 0.22, -1.98], [2.70, -1.88, -1.99], [4.17, -1.03, -1.84], [0.20, 0.46, 2.96], [-0.43, 1.30, 2.58], [0.10, -0.39, 0.61], [-1.25, 2.37, 2.24], [-1.70, 3.03, 3.41], [-2.51, 4.15, 3.30], [-2.85, 4.61, 2.04], [-2.40, 3.95, 0.89], [-1.60, 2.83, 0.96], [-1.17, 2.22, -0.66], [-1.41, 2.65, 4.38], [-2.86, 4.65, 4.19], [-3.47, 5.48, 1.93], [-2.68, 4.34, -0.08]],
  "nbo_charge": [1.98, 0.18, -0.03, -0.05, 0.18, -0.11, 0.15, 0.17, -0.54, 0.23, -0.55, -0.13, 0.15, -0.22, 0.93, -0.58, -0.29, -0.06, -0.19, -0.06, -0.20, -0.09, 0.05, 0.26, 0.28, 0.27, 0.27],
  "de_lowest_kj_mol": 0.0,
  "total_energy_ha": -3104.17494,
  "homo_ha": -0.5561,
  "total_charge": 2,
  "spin_multiplicity": 1,
  "orbital_gap_ev": 6.0133,
  "fmax_ev_per_a": 0.62
}



[2]
{
  "formula": "C13H50N6O12",
  "method": "the ωB97M-V functional and the def2-TZVPD basis",
  "elements": ["N", "C", "N", "O", "H", "H", "H", "H", "N", "C", "N", "O", "H", "H", "H", "H", "N", "C", "N", "O", "H", "H", "H", "H", "C", "C", "O", "H", "H", "H", "H", "H", "H", "C", "O", "H", "H", "H", "H", "C", "O", "H", "H", "H", "H", "C", "O", "H", "H", "H", "H", "C", "O", "H", "H", "H", "H", "C", "O", "H", "H", "H", "H", "C", "O", "H", "H", "H", "H", "C", "O", "H", "H", "H", "H", "C", "O", "H", "H", "H", "H"],
  "xyz": [[4.10, -2.80, 21.66], [4.75, -3.62, 20.88], [6.00, -3.22, 20.68], [4.16, -4.73, 20.21], [3.24, -3.26, 22.10], [4.47, -2.11, 22.28], [6.55, -3.88, 20.16], [6.50, -2.70, 21.42], [3.90, -9.28, 21.27], [4.20, -8.63, 22.37], [4.99, -7.59, 22.14], [3.68, -8.87, 23.66], [3.19, -10.10, 21.28], [4.37, -9.16, 20.37], [5.11, -6.92, 22.90], [5.24, -7.32, 21.18], [5.03, -8.78, 18.65], [6.08, -8.12, 19.08], [5.82, -6.94, 19.50], [7.33, -8.67, 19.06], [5.21, -9.72, 18.18], [4.19, -8.35, 18.24], [6.64, -6.37, 19.63], [4.88, -6.49, 19.50], [2.89, -6.16, 17.41], [3.78, -6.74, 16.35], [3.31, -8.04, 16.19], [1.80, -6.40, 17.30], [2.97, -5.03, 17.49], [3.19, -6.54, 18.38], [4.81, -6.56, 16.57], [3.61, -6.18, 15.41], [3.55, -8.33, 15.30], [7.11, -10.33, 21.64], [7.38, -9.08, 22.03], [7.95, -10.80, 21.10], [6.23, -10.34, 21.01], [6.76, -10.90, 22.49], [6.63, -8.76, 22.44], [8.51, -5.63, 20.87], [7.97, -5.08, 19.73], [9.55, -5.53, 20.80], [8.21, -6.69, 20.92], [8.23, -5.10, 21.78], [8.47, -5.28, 18.96], [10.53, -9.07, 20.76], [9.95, -9.04, 19.48], [9.98, -8.30, 21.37], [11.62, -8.82, 20.77], [10.37, -10.01, 21.18], [8.99, -9.00, 19.53], [7.24, -7.81, 15.93], [7.30, -6.45, 15.85], [6.19, -8.21, 15.96], [7.84, -8.05, 16.84], [7.70, -8.29, 15.04], [6.78, -6.14, 15.12], [1.38, -8.10, 19.66], [2.17, -7.21, 20.48], [0.95, -8.98, 20.13], [1.91, -8.40, 18.79], [0.55, -7.43, 19.22], [3.00, -7.64, 20.72], [7.01, -11.31, 17.39], [5.72, -10.81, 17.18], [7.42, -11.23, 18.42], [7.68, -10.77, 16.74], [7.11, -12.37, 17.07], [5.58, -10.95, 16.25], [6.04, -4.14, 17.19], [5.54, -3.93, 15.97], [5.55, -4.93, 17.79], [5.93, -3.24, 17.82], [7.09, -4.40, 17.03], [4.66, -3.64, 16.05], [2.61, -10.97, 17.45], [2.10, -12.18, 18.11], [3.40, -10.60, 18.12], [1.80, -10.26, 17.40], [3.09, -11.13, 16.49], [1.58, -12.63, 17.47]],
  "mulliken_charge": [-0.46, 0.30, -0.33, -0.46, 0.33, 0.22, 0.13, 0.29, -0.05, 0.64, -0.03, -0.79, 0.22, 0.09, 0.12, 0.16, 1.12, 0.36, 1.43, -0.63, 0.36, -1.05, -0.66, -0.77, -0.49, 0.07, -0.43, 0.36, 0.22, -0.18, -0.21, 0.57, 0.32, -0.55, -0.44, 0.22, -0.03, 0.46, 0.31, -0.65, -0.65, 0.43, 0.19, 0.23, 0.20, -0.46, -0.58, 0.09, 0.26, 0.27, 0.47, -0.24, -0.45, 0.04, -0.07, 0.36, 0.27, -0.35, -0.56, 0.31, -0.17, 0.29, 0.18, -0.64, -0.53, 0.13, 0.26, 0.37, 0.25, -0.53, -0.53, 0.13, 0.49, 0.12, 0.34, -0.39, -0.55, 0.09, 0.31, 0.25, 0.28],
  "de_lowest_kj_mol": 67.4,
  "total_energy_ha": -1756.52526,
  "homo_ha": -0.3243,
  "total_charge": 0,
  "spin_multiplicity": 1,
  "orbital_gap_ev": 8.8794,
  "fmax_ev_per_a": 8.39
}



[3]
{
  "formula": "C13H5Cl4N2O6",
  "method": "the ωB97M-V functional and the def2-TZVPD basis",
  "elements": ["O", "C", "C", "Cl", "C", "Cl", "C", "Cl", "C", "Cl", "C", "O", "C", "C", "C", "C", "C", "N", "O", "O", "C", "C", "N", "O", "O", "H", "H", "H", "H", "H"],
  "xyz": [[1.84, 0.62, -0.04], [1.24, 1.54, 0.50], [1.95, 2.76, 0.87], [3.64, 2.63, 0.78], [1.32, 3.96, 1.10], [2.24, 5.36, 1.43], [-0.13, 3.99, 1.16], [-0.86, 5.54, 1.42], [-0.90, 2.85, 1.08], [-2.48, 2.94, 1.72], [-0.35, 1.39, 0.83], [-0.46, 0.73, 1.95], [-0.78, 0.62, -0.39], [-0.41, -0.84, -0.53], [-0.81, -1.81, 0.42], [-0.42, -3.14, 0.29], [0.35, -3.56, -0.79], [0.85, -4.90, -0.84], [1.55, -5.28, -1.81], [0.58, -5.66, 0.13], [0.66, -2.64, -1.81], [0.27, -1.31, -1.68], [-2.32, 0.68, -0.51], [-2.80, 1.65, -1.12], [-2.94, -0.25, -0.02], [-0.42, 1.12, -1.30], [-1.43, -1.52, 1.27], [-0.70, -3.88, 1.05], [1.22, -2.99, -2.67], [0.50, -0.60, -2.48]],
  "nbo_charge": [-0.55, 0.51, -0.19, 0.04, -0.03, 0.06, -0.16, 0.01, 0.02, 0.06, 0.18, -0.81, -0.16, 0.03, -0.11, -0.19, -0.01, 0.51, -0.40, -0.40, -0.19, -0.19, 0.54, -0.40, -0.36, 0.23, 0.26, 0.24, 0.24, 0.21],
  "de_lowest_kj_mol": 10.4,
  "total_energy_ha": -2899.95069,
  "homo_ha": -0.1860,
  "total_charge": -1,
  "spin_multiplicity": 1,
  "orbital_gap_ev": 6.6624,
  "fmax_ev_per_a": 3.02
}



[4]
{
  "formula": "C13H5F11O2PPtS2",
  "method": "the ωB97M-V functional and the def2-TZVPD basis",
  "elements": ["Pt", "F", "C", "C", "F", "C", "F", "C", "S", "C", "F", "C", "F", "F", "P", "F", "F", "F", "F", "F", "O", "C", "O", "C", "C", "C", "C", "S", "C", "C", "H", "H", "H", "H", "H"],
  "xyz": [[0.69, -1.67, 1.90], [-2.94, -1.41, -3.87], [-2.33, -1.87, -2.79], [-0.99, -1.60, -2.58], [-0.31, -0.88, -3.46], [-0.37, -2.09, -1.44], [0.93, -1.82, -1.27], [-1.06, -2.83, -0.48], [-0.28, -3.46, 0.96], [-2.41, -3.09, -0.73], [-3.13, -3.78, 0.15], [-3.04, -2.62, -1.86], [-4.33, -2.86, -2.07], [2.44, -2.52, 2.85], [2.99, -1.19, 3.86], [3.88, -2.19, 4.66], [1.71, -1.47, 4.74], [3.38, 0.10, 4.66], [1.93, -0.24, 2.85], [4.09, -0.94, 2.75], [1.38, 4.54, -2.46], [0.25, 4.47, -1.74], [-0.53, 5.37, -1.74], [0.01, 3.21, -0.94], [1.01, 2.28, -0.65], [0.73, 1.15, 0.09], [-0.58, 0.94, 0.55], [-1.07, -0.46, 1.45], [-1.58, 1.88, 0.26], [-1.28, 3.01, -0.47], [1.88, 3.72, -2.43], [2.03, 2.43, -0.98], [1.50, 0.43, 0.30], [-2.59, 1.71, 0.62], [-2.03, 3.75, -0.69]],
  "lowdin_spin": [0.20, 0.00, 0.01, 0.00, 0.00, 0.01, 0.00, 0.02, 0.03, 0.02, 0.00, 0.00, 0.00, 0.00, 0.00, 0.00, 0.00, 0.00, 0.00, 0.00, 0.00, 0.01, 0.02, 0.07, -0.01, 0.06, 0.04, 0.47, 0.06, -0.01, 0.00, 0.00, 0.00, 0.00, 0.00],
  "de_lowest_kj_mol": 0.0,
  "total_energy_ha": -3004.62441,
  "homo_ha": [-0.3440, -0.3421],
  "total_charge": 0,
  "spin_multiplicity": 2,
  "s2": 0.7683,
  "orbital_gap_ev": [7.6831, 5.3188],
  "fmax_ev_per_a": 0.72
}